Entry from OMol25: a cluster of 6 separate species, C35H66BBrIN3O17PS5 in total (the ωB97M-V functional and the def2-TZVPD basis).

Results
relative energy (zero: lowest compared OMol25 entry of this formula, charge and spin)	695.2	kJ/mol
DFT total energy	-8044.8605	Ha
highest occupied orbital energy	-10.9	eV
molecular weight	1209.8	g mol⁻¹
total charge	+1

Geometry (Å):
H1 -5.867 5.873 -10.810
O1 6.285 -2.163 4.718
H2 -4.254 1.655 -4.702
C1 -2.075 3.032 -6.862
H3 -0.701 0.736 1.351
O2 -2.261 2.952 3.210
C2 -4.228 2.961 4.962
S1 -3.117 2.031 3.923
O3 7.087 -1.799 7.094
H4 6.518 -5.728 5.385
H5 6.416 -6.043 7.118
H6 -1.507 2.435 -7.580
H7 -2.994 -4.676 3.996
H8 9.176 -3.030 5.857
H9 -3.813 3.965 5.080
H10 -4.825 1.296 6.200
C3 0.083 -1.440 2.101
H11 8.274 -3.883 4.567
S2 6.820 -2.664 5.969
C4 1.682 -5.037 3.460
C5 -2.628 -2.736 2.150
H12 8.363 -4.604 7.547
H13 -2.257 0.014 2.019
O4 3.557 2.397 -1.909
O5 -0.611 -2.596 -1.332
H14 2.367 -6.273 1.706
C6 1.014 -2.802 2.029
H15 3.386 -4.670 1.889
C7 -1.600 2.775 -5.438
H16 -1.546 0.626 -5.610
H17 -2.655 -2.215 0.212
H18 0.102 -0.175 3.660
C8 5.192 2.115 0.138
C9 -3.588 1.318 -5.499
H19 -2.003 -2.996 3.072
O6 -6.273 8.824 -7.747
O7 1.716 -4.248 -2.203
N1 -1.891 -2.451 0.891
H20 -2.014 1.182 -4.003
H21 -3.373 -1.866 2.386
C10 8.287 -3.618 5.627
H22 4.948 1.257 0.766
H23 2.067 0.899 -0.801
O8 -0.361 -1.026 3.427
C11 -0.076 -1.793 -0.253
O9 2.388 -2.202 0.177
H24 2.976 -2.882 -0.264
H25 -4.619 -3.675 1.479
O10 -3.979 1.689 -8.089
H26 4.598 2.982 0.437
H27 4.913 -4.092 5.923
H28 2.483 -0.770 -2.204
H29 7.957 3.461 -1.325
H30 -6.889 8.097 -10.826
C12 -6.968 7.501 -9.917
C13 8.143 -4.856 6.504
H31 -5.571 6.370 -7.007
O11 -4.518 8.363 -9.515
H32 -7.934 7.674 -9.436
C14 6.681 -5.287 6.375
H33 7.266 1.527 0.028
P1 1.360 -4.502 -0.507
C15 -1.519 -0.062 1.107
H34 -3.869 0.313 -5.818
H35 5.771 3.418 -2.972
C16 3.541 -1.793 3.141
O12 -4.626 3.533 -6.478
H36 -3.494 1.576 1.164
H37 -0.076 -3.700 3.758
H38 6.985 2.948 1.045
S3 -5.692 7.976 -8.765
C17 -3.835 -4.891 3.215
H39 -2.027 3.522 -4.760
Br1 2.411 -4.334 5.217
H40 -3.856 -6.035 2.999
C18 -2.191 1.275 5.254
H41 3.625 -6.086 3.058
C19 6.678 2.446 0.125
H42 -4.645 2.814 7.092
H43 -7.352 5.382 -8.184
I1 -0.694 -5.928 -0.506
C20 -2.765 1.843 6.552
H44 -5.214 3.014 4.500
C21 6.164 2.674 -2.276
S4 4.807 1.751 -1.565
H45 -2.671 1.127 7.372
H46 -1.734 0.808 -1.064
H47 8.829 -5.648 6.195
C22 2.835 -5.507 2.444
C23 5.818 -4.035 6.530
H48 5.556 -3.857 7.575
N2 -0.930 -1.437 0.953
S5 -3.759 2.446 -6.877
H49 6.809 1.972 -2.807
C24 0.528 -4.097 2.838
C25 -6.430 5.422 -8.773
O13 1.493 -0.861 -2.312
C26 -4.226 2.209 6.286
H50 -3.117 -4.730 1.051
C27 6.895 3.330 -1.104
H51 -4.849 -4.574 3.697
H52 6.474 4.324 -0.916
H53 -1.133 1.518 5.142
C28 -5.420 6.343 -8.087
H54 -4.393 6.049 -8.313
N3 -2.261 -1.281 -2.910
H55 -0.207 -4.789 2.277
O14 -3.074 1.752 0.270
O15 -3.877 0.998 3.245
H56 -2.044 4.085 -7.142
H57 -2.210 2.743 6.837
C29 -2.357 0.522 -0.143
C30 -6.730 6.015 -10.150
C31 -1.448 -1.907 -2.237
H58 0.920 -0.637 1.948
O16 1.257 0.558 -0.326
O17 5.036 0.341 -1.797
C32 1.054 -2.837 0.364
C33 2.454 -2.176 2.482
H59 -6.045 4.402 -8.848
H60 1.135 -6.019 3.782
H61 2.653 -4.595 -2.265
H62 -2.333 0.194 5.194
C34 -2.122 1.385 -5.071
H63 -7.595 5.539 -10.618
H64 -0.512 2.833 -5.361
H65 4.490 -1.818 3.820
H66 -3.205 -0.190 -0.524
C35 -3.586 -4.040 1.850
B1 0.877 -0.699 -0.985

***

Entry from OMol25: an isolated molecule of C6H10 (the ωB97M-V functional and the def2-TZVPD basis).

Results
relative energy (zero: lowest compared OMol25 entry of this formula, charge and spin)	385.9	kJ/mol
DFT total energy	-234.4555	Ha
highest occupied orbital energy	-8.3	eV
molecular weight	82.1	g mol⁻¹
total charge	0

Geometry (Å):
H1 2.348 -1.694 -0.397
H2 -1.040 -0.250 -1.403
H3 -1.536 3.028 0.024
C1 1.645 -0.958 -0.018
C2 0.186 -1.312 0.049
C3 -0.820 -0.237 -0.319
H4 -1.796 -0.448 0.177
C4 -1.154 2.179 -0.552
H5 1.234 -2.105 1.849
H6 -0.087 -2.316 -0.269
H7 1.885 0.072 -0.276
C5 -0.607 1.092 0.279
H8 -1.830 1.921 -1.386
C6 0.987 -1.194 1.311
H9 0.793 -0.320 1.925
H10 -0.207 2.543 -0.997

***

Entry from OMol25: an isolated molecule of C6H9N2O2PS (the ωB97M-V functional and the def2-TZVPD basis).

Results
relative energy (zero: lowest compared OMol25 entry of this formula, charge and spin)	51.9	kJ/mol
DFT total energy	-1233.4616	Ha
highest occupied orbital energy	-9.1	eV
molecular weight	204.2	g mol⁻¹
total charge	0

Geometry (Å):
C1 2.929 0.186 -0.992
S1 -2.115 1.636 0.386
C2 -0.237 0.323 1.903
H1 2.819 0.902 -1.766
N1 0.931 -0.269 2.060
H2 -2.463 -2.416 0.649
C3 1.857 -0.248 1.180
H3 -1.168 -1.208 -1.374
H4 3.842 0.348 -0.343
H5 -3.355 -1.326 -1.818
O1 -2.627 0.464 -0.855
H6 -0.059 0.641 -1.342
C4 -0.553 0.770 0.694
C5 0.321 0.709 -0.372
H7 3.006 -0.702 -1.546
P1 -2.391 -1.063 -0.852
H8 2.758 -0.789 1.434
H9 -0.856 0.457 2.781
C6 1.622 0.249 -0.117
N2 -2.605 -1.470 0.635
O2 -1.656 2.806 -0.346

***

- Which formula does entry 1 have?
  C35H66BBrIN3O17PS5

***

- Look up the highest occupied orbital energy of the third one.
  -9.1 eV

***

- Look up the relative energy (zero: lowest compared OMol25 entry of this formula, charge and spin) of the first one.
  695.2 kJ/mol

***

- The highest relative energy (zero: lowest compared OMol25 entry of this formula, charge and spin) belongs to which entry?
  C35H66BBrIN3O17PS5